[1]
Entry from the OMol25 dataset: a 2-piece molecular cluster, C8H10N2OS2 overall at a distorted geometry (ωB97M-V with the def2-TZVPD basis set).

Results
- maximum force (eV/Å) = 7.1
- ΔE to the lowest compared entry with this formula, charge and spin (kJ/mol) = 385.2
- E_LUMO (spin up / spin down) (Ha) = -0.108 / -0.114
- molar mass (g/mol) = 214.32

The geometry in XYZ format:
```
23
C8H10N2OS2 | the OMol25 dataset | ωB97M-V with the def2-TZVPD basis set
C 0.48 -0.53 -1.99
H -0.03 -2.67 2.47
H 2.34 0.02 -0.01
N -0.69 3.48 0.89
O 1.18 -2.06 0.22
C 0.11 -1.56 2.27
H -0.50 -0.94 -2.37
N -3.47 1.15 -0.45
H 0.76 -1.04 2.95
H 0.90 -0.08 -2.94
C 0.50 -1.33 0.89
H -0.79 0.47 1.15
H 1.78 1.74 0.29
C -0.64 2.91 -0.11
C 0.33 0.50 -0.82
S -0.65 2.02 -1.55
H 2.22 1.16 -1.45
C -3.12 0.06 -0.28
H 1.00 -1.46 -1.58
C -0.15 -0.17 0.45
S -2.44 -1.43 -0.10
C 1.76 0.84 -0.45
H -0.90 -1.10 2.51
```

[2]
Entry from the OMol25 dataset: one molecule with the formula C8H10N2S at a distorted geometry (ωB97M-V with the def2-TZVPD basis set).

Results
- maximum force (eV/Å) = 4.9
- ΔE to the lowest compared entry with this formula, charge and spin (kJ/mol) = 269.6
- E_LUMO (Ha) = 0.000
- molar mass (g/mol) = 166.25
- SMILES = CC(/C=C\N=C(\C)S)=C/C#N

The geometry in XYZ format:
```
21
C8H10N2S | the OMol25 dataset | ωB97M-V with the def2-TZVPD basis set
H -3.36 0.60 -0.74
S 0.38 -2.05 -0.25
N 1.58 2.38 -1.03
H -2.24 -0.95 -0.87
H 0.47 0.08 2.91
N 1.29 0.07 1.10
H -1.78 0.69 2.29
H -3.18 -0.66 0.48
C 0.24 0.17 1.86
H 2.29 -1.27 -1.70
H 2.82 0.37 -1.22
C 0.68 1.74 -0.93
C -0.45 0.98 -0.95
C 1.41 -0.69 0.14
C -1.25 0.58 0.04
H 3.46 -1.00 -0.40
C -2.67 -0.10 -0.34
H -0.52 -1.84 0.92
H -0.79 1.01 -1.96
C -0.99 0.54 1.50
C 2.59 -0.65 -0.84
```

[3]
Entry from the OMol25 dataset: one molecule with the formula C8H10N2S (ωB97M-V with the def2-TZVPD basis set).

Results
- maximum force (eV/Å) = 0.8
- ΔE to the lowest compared entry with this formula, charge and spin (kJ/mol) = 283.7
- E_LUMO (Ha) = 0.001
- molar mass (g/mol) = 166.25
- SMILES = C=c1cc[nH]c1=C=CC[NH2+][S-]

The geometry in XYZ format:
```
21
C8H10N2S | the OMol25 dataset | ωB97M-V with the def2-TZVPD basis set
H -2.36 -0.30 -1.13
H 3.44 -1.97 -0.56
C -1.08 1.27 0.91
H 1.23 -2.89 0.86
H -1.05 1.67 1.92
N 2.18 1.05 -0.85
H -2.68 1.89 -0.42
S -4.61 -0.53 -0.44
C -2.49 1.14 0.36
N -2.80 -0.18 -0.22
H 4.06 0.41 -1.61
C 0.86 -1.88 0.76
C 3.18 0.13 -1.07
C 1.17 0.46 -0.11
C 1.57 -0.95 0.11
H 2.22 2.02 -1.08
H -2.45 -0.92 0.40
C 0.04 0.99 0.31
C 2.86 -1.07 -0.53
H -0.09 -1.66 1.21
H -3.21 1.31 1.16
```

[4]
Entry from the OMol25 dataset: one molecule with the formula C8H10N2S at a distorted geometry (ωB97M-V with the def2-TZVPD basis set).

Results
- maximum force (eV/Å) = 4.6
- ΔE to the lowest compared entry with this formula, charge and spin (kJ/mol) = 322.7
- E_LUMO (Ha) = -0.006
- molar mass (g/mol) = 166.25
- SMILES = C\C=C/N=C1/C=CS/C1=N\C

The geometry in XYZ format:
```
21
C8H10N2S | the OMol25 dataset | ωB97M-V with the def2-TZVPD basis set
C 0.25 -2.37 -0.70
H 0.91 1.33 -2.20
C -2.33 1.62 0.50
N -0.08 1.87 -0.54
H -0.78 -2.81 -0.53
C -1.04 -0.37 -0.21
H -4.17 0.70 1.40
N 0.02 -1.00 -0.37
H 1.36 0.18 1.57
C 1.93 0.43 -0.45
H 2.62 -0.21 -1.07
C 0.99 1.14 -1.07
H -2.44 2.66 0.83
C -3.21 0.62 0.81
H 2.91 -0.52 1.10
C 2.32 0.34 1.02
H 1.03 -2.65 -0.02
H 0.62 -2.50 -1.65
C -1.05 1.17 -0.09
S -2.76 -0.91 0.27
H 2.88 1.28 1.39
```

[5]
Entry from the OMol25 dataset: C8H10N2SSc as an isolated structure at a distorted geometry (ωB97M-V with the def2-TZVPD basis set).

Results
- maximum force (eV/Å) = 6.7
- total charge = -1
- E_LUMO (Ha) = 0.107
- molar mass (g/mol) = 211.21

The geometry in XYZ format:
```
22
C8H10N2SSc | the OMol25 dataset | ωB97M-V with the def2-TZVPD basis set
N 0.14 0.06 2.37
S -0.01 -0.01 5.15
C 0.36 2.35 -0.25
H 2.40 1.70 -1.02
C -0.02 -2.49 0.10
H -1.68 0.57 -2.29
C 0.00 0.00 3.57
H -0.94 -2.90 -0.32
N -1.65 -0.83 0.79
C -0.97 1.97 -0.67
H 0.61 3.04 0.57
H 0.97 0.20 -2.79
H 0.90 -1.96 -1.79
C -0.85 1.03 -1.74
C 0.54 0.85 -2.02
H 2.00 -1.79 -0.29
H 0.14 -2.73 1.16
C 1.00 -2.01 -0.70
C 1.30 1.65 -1.09
H -2.54 -1.13 1.23
H -1.91 2.33 -0.22
Sc 0.20 0.08 0.26
```

[6]
Entry from the OMol25 dataset: an isolated ion of composition C8H10N3 and charge +1 at a distorted geometry (ωB97M-V with the def2-TZVPD basis set).

Results
- maximum force (eV/Å) = 5.7
- total charge = +1
- ΔE to the lowest compared entry with this formula, charge and spin (kJ/mol) = 472.5
- E_LUMO (spin up / spin down) (Ha) = -0.137 / -0.203
- expectation value of S² = 2.021
- 2S+1 = 3
- molar mass (g/mol) = 148.19

The geometry in XYZ format:
```
21
C8H10N3 | the OMol25 dataset | ωB97M-V with the def2-TZVPD basis set
H -0.27 -1.96 2.55
N -2.74 -0.39 1.26
C 0.08 -1.05 0.71
N 1.37 0.81 -0.69
N 0.08 -0.71 -1.81
H -0.24 1.20 0.78
C 0.29 0.42 0.21
C -0.67 -0.53 -0.56
C 1.17 0.08 -1.82
H 2.02 2.79 -0.33
C -3.11 -0.04 0.18
C 2.30 1.84 -0.66
C -0.71 -1.37 1.89
H 1.61 0.31 -2.79
H -2.48 -1.21 3.10
H 2.88 1.89 -1.59
H 3.16 1.59 0.15
H 1.03 -1.72 0.64
H -3.42 0.29 -0.72
C -2.01 -1.08 2.14
H -0.33 -1.17 -2.66
```

[7]
Entry from the OMol25 dataset: an isolated ion of composition C8H10N3 and charge +1 at a distorted geometry (ωB97M-V with the def2-TZVPD basis set).

Results
- maximum force (eV/Å) = 7.6
- total charge = +1
- ΔE to the lowest compared entry with this formula, charge and spin (kJ/mol) = 237.0
- E_LUMO (spin up / spin down) (Ha) = -0.155 / -0.255
- expectation value of S² = 2.032
- 2S+1 = 3
- molar mass (g/mol) = 148.19

The geometry in XYZ format:
```
21
C8H10N3 | the OMol25 dataset | ωB97M-V with the def2-TZVPD basis set
C -2.32 -0.37 0.93
C -0.54 0.23 2.63
H -3.14 -0.28 1.74
C 2.96 0.25 -1.80
H -0.20 -0.63 3.22
H -1.46 0.65 3.09
H -3.70 -0.40 -0.78
C -1.02 -0.03 1.25
C 1.51 0.32 0.10
H 3.42 -0.69 -2.10
N -0.11 0.02 0.25
H -1.70 -0.67 -2.49
H 2.16 0.63 0.82
N 1.71 0.07 -1.16
H 3.69 0.55 -1.09
C -1.69 -0.64 -1.42
H 2.70 0.92 -2.55
C -2.71 -0.52 -0.45
C -0.40 -0.28 -1.03
N 0.67 -0.22 -1.83
H 0.18 1.07 2.66
```

[8]
Entry from the OMol25 dataset: a 2-piece molecular cluster, C8H10N3O2 overall at a distorted geometry (ωB97M-V with the def2-TZVPD basis set).

Results
- maximum force (eV/Å) = 1.7
- total charge = +1
- ΔE to the lowest compared entry with this formula, charge and spin (kJ/mol) = 465.3
- E_LUMO (Ha) = -0.132
- molar mass (g/mol) = 180.19

The geometry in XYZ format:
```
23
C8H10N3O2 | the OMol25 dataset | ωB97M-V with the def2-TZVPD basis set
C -0.44 0.53 -0.90
H 0.35 -0.88 2.71
H 0.78 -0.87 -1.98
C -2.55 -0.48 -2.37
H -3.78 0.91 -1.29
N 0.80 -1.11 1.84
C 1.84 -0.39 1.46
H 2.89 1.31 1.80
H -1.11 -1.76 -3.30
O 1.69 0.84 3.40
C 0.65 1.09 -0.20
H 2.38 -0.66 0.57
N 1.41 1.94 0.06
N 2.40 0.51 2.24
C -1.73 1.03 -0.70
O 2.33 2.49 0.61
C -1.28 -0.99 -2.57
H -1.89 1.82 0.01
C -0.22 -0.49 -1.83
H -3.38 -0.87 -2.95
C -2.78 0.52 -1.44
H 0.44 -1.88 1.30
H 2.28 1.35 3.97
```

[9]
Entry from the OMol25 dataset: one molecule with the formula C8H10N4 at a distorted geometry (ωB97M-V with the def2-TZVPD basis set).

Results
- maximum force (eV/Å) = 4.0
- ΔE to the lowest compared entry with this formula, charge and spin (kJ/mol) = 264.9
- E_LUMO (Ha) = 0.008
- molar mass (g/mol) = 162.20
- SMILES = CC(C)[C@@H]1CN=NC1(C#N)C#N

The geometry in XYZ format:
```
22
C8H10N4 | the OMol25 dataset | ωB97M-V with the def2-TZVPD basis set
N 1.56 -2.37 -0.05
H -1.44 2.37 0.80
H -1.02 2.06 -0.89
C 2.36 0.62 -1.24
C -0.86 0.34 0.42
N 2.15 1.04 2.16
H -3.01 0.54 0.59
H -0.63 0.16 1.48
H -2.46 -1.13 0.54
C 2.05 0.54 1.13
C -2.29 -0.14 0.13
H -0.03 -0.25 -1.50
H 0.25 2.21 0.34
C 0.08 -0.47 -0.44
C -0.75 1.84 0.15
N 2.66 1.21 -2.17
C 0.17 -1.96 -0.17
H -0.28 -2.59 -0.94
C 1.88 -0.13 -0.12
H -2.47 -0.16 -0.94
H -0.31 -2.23 0.78
N 2.38 -1.49 -0.04
```

[10]
Entry from the OMol25 dataset: one molecule with the formula C8H10N4S at a distorted geometry (ωB97M-V with the def2-TZVPD basis set).

Results
- maximum force (eV/Å) = 4.7
- ΔE to the lowest compared entry with this formula, charge and spin (kJ/mol) = 163.2
- E_LUMO (Ha) = -0.018
- molar mass (g/mol) = 194.26
- SMILES = Cc1cccnc1/C=N\NC(N)=S

The geometry in XYZ format:
```
23
C8H10N4S | the OMol25 dataset | ωB97M-V with the def2-TZVPD basis set
H 4.06 0.79 0.02
C -3.57 0.10 0.00
H -1.67 0.86 -0.15
N -4.22 -1.08 -0.07
N 0.02 1.21 -0.19
H 2.88 3.11 0.17
S -4.22 1.61 -0.02
C 2.24 2.20 0.08
N -1.58 -1.13 0.12
C -0.23 -1.11 -0.10
H 3.63 -1.72 -0.39
N -2.24 0.02 0.18
H 0.42 3.26 -0.09
H -5.25 -1.07 0.13
C 2.56 -1.63 -0.03
C 0.66 0.01 -0.11
C 2.09 -0.13 -0.02
C 0.90 2.25 -0.06
C 2.95 1.01 0.17
H 0.01 -2.14 -0.25
H -3.86 -1.97 0.36
H 2.51 -2.16 0.94
H 1.91 -2.31 -0.71
```

[11]
Entry from the OMol25 dataset: a 2-piece molecular cluster, C8H10NP overall at a distorted geometry (ωB97M-V with the def2-TZVPD basis set).

Results
- maximum force (eV/Å) = 7.8
- ΔE to the lowest compared entry with this formula, charge and spin (kJ/mol) = 452.1
- E_LUMO (spin up / spin down) (Ha) = -0.060 / -0.060
- molar mass (g/mol) = 151.15

The geometry in XYZ format:
```
20
C8H10NP | the OMol25 dataset | ωB97M-V with the def2-TZVPD basis set
C 1.84 1.92 2.05
C -1.64 -0.02 -0.04
H 1.42 2.96 -0.10
H -1.89 0.94 0.40
C -0.95 -2.45 -1.20
P 0.56 2.24 0.74
H 1.41 1.31 2.84
H -3.65 -0.71 -0.13
H 2.70 1.41 1.61
H 2.85 1.31 -0.91
N 2.38 0.44 -1.16
C -2.28 -2.16 -0.92
H -0.70 -3.41 -1.63
H 1.08 -1.73 -1.14
H -3.06 -2.87 -1.16
C 0.04 -1.53 -0.92
H 2.14 2.88 2.47
C -2.62 -0.94 -0.34
C -0.29 -0.29 -0.35
C 0.67 0.69 -0.12
```

[12]
Entry from the OMol25 dataset: C8H10O2S2 as an isolated structure at a distorted geometry (ωB97M-V with the def2-TZVPD basis set).

Results
- maximum force (eV/Å) = 4.1
- ΔE to the lowest compared entry with this formula, charge and spin (kJ/mol) = 182.2
- E_LUMO (Ha) = 0.020
- molar mass (g/mol) = 202.30

The geometry in XYZ format:
```
22
C8H10O2S2 | the OMol25 dataset | ωB97M-V with the def2-TZVPD basis set
H -1.14 1.15 0.46
S 0.69 -0.79 -0.96
O 1.44 2.77 -2.13
H 3.23 1.63 -2.39
C -0.65 -1.97 1.18
H 0.83 0.83 1.91
H -2.21 -3.44 2.27
H -1.22 1.15 -1.46
C -2.74 -2.60 0.22
H 0.15 -1.84 1.95
C -1.97 -2.67 1.38
H 2.36 0.41 0.93
H 1.90 2.21 1.29
C 1.50 1.14 0.92
C -0.66 1.54 -0.50
C 0.76 1.04 -0.42
S -1.97 -1.61 -0.97
O 2.93 1.14 -1.64
C -0.57 -1.51 -0.07
H -0.61 2.77 -0.67
C 1.70 1.81 -1.45
H -3.75 -3.15 0.16
```